1.
Molecular formula: C32H69F5I2NO9P2
Method: DFT, ωB97M-V with the def2-TZVPD basis set

Calculated values
- net charge = -1
- energy above the lowest of the compared OMol25 structures with the same formula, charge and spin (kJ/mol) = 0.00
- Kohn-Sham gap (eV) = 6.769
- strongest force on any atom (eV/Å) = 1.088

Each line ends with the Mulliken charge.
Geometry (Å):
C (-1.13, -1.99, -4.06)  0.270
C (-0.16, -1.35, -5.00)  0.582
O (1.02, -1.58, -4.97)  -0.587
O (-0.69, -0.54, -5.95)  -0.396
C (-0.94, 0.81, -5.49)  -1.117
C (-2.38, 1.12, -5.18)  1.707
C (-2.51, 2.59, -4.74)  -1.773
P (-3.25, 2.97, -2.99)  1.096
C (-4.03, 3.49, -1.29)  -1.295
N (-3.47, 4.68, -0.64)  -0.309
C (-4.86, 2.05, -3.42)  -1.811
C (-5.33, 0.98, -2.44)  -0.618
C (-4.91, -0.42, -2.87)  0.807
C (-5.27, -1.49, -1.87)  0.948
F (-4.57, -2.62, -2.14)  -0.370
F (-4.94, -1.13, -0.61)  -0.337
C (-6.79, -1.89, -1.86)  0.652
F (-7.50, -1.22, -2.77)  -0.302
F (-6.94, -3.19, -2.13)  -0.293
F (-7.34, -1.66, -0.66)  -0.288
O (-2.56, 1.55, -2.28)  0.274
C (-1.41, 1.73, -1.50)  -0.084
C (-0.65, 0.41, -1.70)  -0.066
C (0.64, 0.15, -0.94)  -0.797
C (1.90, 0.52, -1.69)  -0.751
I (0.76, -2.00, -0.54)  -0.080
C (-0.75, 3.03, -2.02)  0.039
P (-0.02, 4.37, -0.92)  -0.009
O (1.55, 4.35, -1.43)  -0.526
I (0.08, 3.51, 1.44)  -0.262
O (-1.72, 3.83, -2.59)  -0.570
H (-0.57, -2.38, -3.22)  0.066
H (-1.82, -1.25, -3.68)  -0.578
H (-1.68, -2.77, -4.57)  0.343
H (-0.63, 1.46, -6.30)  0.466
H (-0.28, 1.04, -4.66)  0.300
H (-2.93, 0.94, -6.10)  0.508
H (-2.80, 0.44, -4.44)  -1.210
H (-3.17, 3.10, -5.44)  0.429
H (-1.54, 3.05, -4.87)  0.686
H (-3.77, 4.21, -3.55)  -0.204
H (-5.10, 3.63, -1.50)  0.323
H (-3.96, 2.68, -0.57)  0.499
H (-3.72, 4.69, 0.34)  0.197
H (-3.80, 5.53, -1.07)  0.236
H (-4.83, 1.65, -4.43)  0.504
H (-5.61, 2.83, -3.43)  0.660
H (-4.96, 1.15, -1.44)  0.251
H (-6.42, 1.00, -2.38)  0.801
H (-3.84, -0.46, -3.02)  -1.575
H (-5.40, -0.69, -3.80)  0.437
H (-1.67, 1.83, -0.45)  0.415
H (-1.37, -0.35, -1.42)  0.680
H (-0.45, 0.25, -2.76)  -0.784
H (0.63, 0.58, 0.04)  0.457
H (2.76, 0.01, -1.28)  0.398
H (2.09, 1.58, -1.62)  -0.043
H (1.82, 0.21, -2.73)  0.246
H (-0.01, 2.78, -2.80)  0.307
H (1.69, 3.61, -2.03)  0.432
C (6.25, -1.46, 1.26)  -0.963
C (5.86, -0.39, 0.25)  -0.435
O (4.50, -0.02, 0.30)  -0.255
C (4.04, 0.52, 1.52)  -0.042
C (4.75, 1.80, 1.93)  -1.112
H (5.64, -2.35, 1.13)  0.283
H (7.30, -1.74, 1.13)  0.283
H (6.13, -1.11, 2.29)  0.296
H (6.02, -0.78, -0.76)  0.321
H (6.51, 0.49, 0.36)  0.323
H (4.09, -0.23, 2.32)  0.231
H (2.98, 0.73, 1.34)  0.140
H (5.81, 1.64, 2.13)  0.309
H (4.30, 2.20, 2.84)  0.341
H (4.66, 2.55, 1.15)  0.280
C (5.07, 3.61, 8.38)  -1.027
C (4.91, 4.36, 7.07)  -0.347
O (4.09, 3.70, 6.12)  -0.369
C (2.75, 3.47, 6.51)  -0.339
C (1.97, 4.73, 6.83)  -1.077
H (5.46, 2.61, 8.21)  0.285
H (5.76, 4.14, 9.03)  0.383
H (4.12, 3.51, 8.91)  0.268
H (5.88, 4.44, 6.58)  0.318
H (4.56, 5.38, 7.25)  0.299
H (2.71, 2.77, 7.35)  0.285
H (2.29, 2.97, 5.66)  0.359
H (2.38, 5.27, 7.69)  0.277
H (0.93, 4.48, 7.07)  0.382
H (1.97, 5.41, 5.98)  0.305
C (9.46, -4.91, -1.50)  -1.104
C (9.78, -3.55, -0.89)  -0.291
O (9.54, -3.47, 0.50)  -0.347
C (10.28, -4.36, 1.31)  -0.361
C (11.78, -4.19, 1.22)  -1.066
H (8.43, -5.18, -1.30)  0.301
H (9.61, -4.87, -2.58)  0.393
H (10.11, -5.69, -1.10)  0.267
H (9.13, -2.79, -1.33)  0.341
H (10.81, -3.25, -1.13)  0.291
H (10.00, -5.40, 1.11)  0.309
H (9.95, -4.14, 2.33)  0.327
H (12.16, -4.41, 0.22)  0.271
H (12.28, -4.86, 1.92)  0.381
H (12.07, -3.17, 1.46)  0.302
C (-9.89, -3.12, 0.39)  -0.828
C (-10.92, -3.26, 1.50)  -0.531
O (-11.08, -4.59, 1.97)  -0.427
C (-9.92, -5.20, 2.50)  -0.321
C (-9.33, -4.48, 3.70)  -1.013
H (-10.14, -3.76, -0.46)  0.292
H (-9.86, -2.09, 0.04)  0.395
H (-8.89, -3.38, 0.72)  0.221
H (-11.90, -2.97, 1.13)  0.339
H (-10.68, -2.59, 2.33)  0.321
H (-9.16, -5.34, 1.73)  0.298
H (-10.25, -6.20, 2.81)  0.332
H (-8.98, -3.48, 3.44)  0.255
H (-8.48, -5.04, 4.09)  0.382
H (-10.08, -4.37, 4.49)  0.289


2.
Molecular formula: C32H69O7PSi
Method: DFT, ωB97M-V with the def2-TZVPD basis set

Calculated values
- net charge = 0
- Kohn-Sham gap (eV) = 8.395
- SMILES = COCCC[PH3]CCCCCCCC[Si](C)(C)c1ccccc1.COCCOC.COCCOC.COCCOC
- strongest force on any atom (eV/Å) = 3.258

Each line ends with the Mulliken charge.
Geometry (Å):
C (4.16, -0.45, 1.64)  -0.586
O (4.56, -0.67, 0.27)  -0.230
C (5.98, -0.58, 0.22)  -0.655
C (6.56, -0.37, -1.23)  0.021
C (5.59, 0.37, -2.24)  -1.029
P (4.77, 1.95, -1.56)  0.430
C (3.79, 3.47, -0.91)  -1.056
C (2.74, 3.04, 0.20)  -0.573
C (1.38, 2.50, -0.38)  -0.454
C (0.62, 1.60, 0.71)  -0.904
C (-0.70, 2.29, 1.25)  -0.225
C (-1.87, 2.08, 0.21)  -0.799
C (-2.91, 0.96, 0.61)  -0.348
C (-4.31, 1.54, 1.10)  -0.433
Si (-5.50, 2.05, -0.29)  0.424
C (-4.65, 2.39, -1.98)  -0.960
C (-6.39, 3.69, 0.17)  -1.161
C (-6.86, 0.74, -0.65)  0.311
C (-8.28, 1.14, -0.64)  -0.480
C (-9.28, 0.12, -0.96)  -0.446
C (-8.86, -1.25, -1.28)  -0.511
C (-7.44, -1.65, -1.27)  -0.398
C (-6.42, -0.63, -0.95)  -0.062
H (3.06, -0.26, 1.73)  0.099
H (4.67, 0.43, 2.11)  0.313
H (4.48, -1.37, 2.22)  0.304
H (6.42, 0.23, 0.88)  0.400
H (6.40, -1.55, 0.62)  0.374
H (7.55, 0.15, -1.14)  0.300
H (6.75, -1.41, -1.66)  -0.269
H (6.23, 0.69, -3.12)  0.479
H (4.79, -0.29, -2.67)  0.390
H (5.65, 2.03, -0.44)  -0.085
H (3.52, 1.21, -1.49)  -0.132
H (5.14, 2.73, -2.72)  -0.049
H (4.46, 4.26, -0.46)  0.415
H (3.21, 3.94, -1.77)  0.426
H (3.27, 2.31, 0.87)  0.098
H (2.50, 3.95, 0.81)  0.352
H (0.69, 3.35, -0.66)  0.408
H (1.51, 1.89, -1.32)  0.385
H (1.36, 1.45, 1.55)  0.309
H (0.37, 0.58, 0.33)  0.334
H (-0.48, 3.40, 1.26)  0.109
H (-1.02, 1.94, 2.26)  0.312
H (-1.42, 1.77, -0.78)  0.439
H (-2.40, 3.06, 0.01)  0.335
H (-3.13, 0.28, -0.27)  -0.094
H (-2.45, 0.33, 1.43)  0.478
H (-4.74, 0.82, 1.84)  0.425
H (-4.07, 2.49, 1.68)  0.071
H (-5.23, 3.21, -2.48)  0.304
H (-4.80, 1.46, -2.62)  0.302
H (-3.55, 2.58, -1.92)  0.304
H (-7.05, 3.95, -0.71)  0.268
H (-7.01, 3.61, 1.10)  0.315
H (-5.64, 4.52, 0.30)  0.257
H (-8.55, 2.19, -0.41)  0.224
H (-10.34, 0.44, -0.99)  0.329
H (-9.65, -2.01, -1.55)  0.309
H (-7.13, -2.69, -1.53)  0.340
H (-5.34, -0.90, -0.94)  0.234
C (-4.04, -3.43, -3.20)  -0.808
O (-3.61, -3.08, -1.89)  -0.255
C (-3.89, -4.10, -0.94)  -0.411
C (-2.64, -4.88, -0.58)  -0.690
O (-2.19, -5.67, -1.67)  -0.377
C (-1.06, -5.10, -2.32)  -0.670
H (-3.66, -2.68, -3.89)  0.242
H (-3.66, -4.41, -3.50)  0.368
H (-5.14, -3.43, -3.25)  0.281
H (-4.68, -4.77, -1.30)  0.372
H (-4.27, -3.60, -0.04)  0.354
H (-2.88, -5.57, 0.24)  0.392
H (-1.85, -4.21, -0.23)  0.350
H (-0.18, -5.17, -1.67)  0.322
H (-1.24, -4.06, -2.59)  0.278
H (-0.87, -5.68, -3.23)  0.241
C (-1.87, 5.19, 3.51)  -0.924
O (-2.04, 3.89, 4.06)  -0.082
C (-1.25, 3.69, 5.23)  -0.584
C (-2.10, 3.75, 6.48)  -0.605
O (-2.57, 5.08, 6.72)  -0.379
C (-3.94, 5.24, 6.37)  -0.636
H (-2.61, 5.33, 2.72)  0.232
H (-2.02, 5.97, 4.27)  0.421
H (-0.87, 5.29, 3.08)  0.291
H (-0.43, 4.41, 5.28)  0.427
H (-0.82, 2.68, 5.15)  0.329
H (-1.48, 3.48, 7.34)  0.393
H (-2.94, 3.04, 6.42)  0.328
H (-4.57, 4.69, 7.08)  0.332
H (-4.14, 4.89, 5.35)  0.234
H (-4.18, 6.30, 6.43)  0.238
C (6.90, -4.23, -3.65)  -0.882
O (7.30, -3.87, -2.34)  -0.239
C (7.02, -4.89, -1.39)  -0.389
C (8.28, -5.64, -1.00)  -0.647
O (8.77, -6.42, -2.08)  -0.370
C (9.90, -5.84, -2.71)  -0.676
H (7.28, -3.48, -4.34)  0.249
H (7.31, -5.21, -3.94)  0.382
H (5.81, -4.25, -3.72)  0.331
H (6.26, -5.58, -1.76)  0.360
H (6.62, -4.39, -0.50)  0.332
H (8.05, -6.33, -0.18)  0.382
H (9.05, -4.95, -0.63)  0.333
H (10.77, -5.88, -2.04)  0.324
H (9.71, -4.80, -2.99)  0.274
H (10.12, -6.41, -3.61)  0.242


- Number 2 is which compound?
  C32H69O7PSi


- What is the Kohn-Sham gap in the second record?
  8.395 eV


- Among the records above, which one has the lowest strongest force on any atom?
  C32H69F5I2NO9P2